This record from the OMol25 dataset describes 2 unconnected molecules or ions with the total composition C4H11N3 in a non-equilibrium geometry. The level of theory is wB97M-V/def2-TZVPD.

Values from the calculation:
LUMO level: 0.9 eV
HOMO: -6.73 eV
Gap between HOMO and LUMO: 0.27938 Ha
Relative energy (zero: lowest compared OMol25 entry of this formula, charge and spin): 655.3 kJ/mol
Total charge: 0
Total energy: -323.05694 a.u.

```
18
Properties=species:S:1:pos:R:3:forces:R:3:nbo_charge:R:1
H -1.20066 -1.10088 -1.78928 0.0 0.1 0.1 0.226
H -0.66359 -0.46708 2.57163 -0.1 0.0 -0.1 0.185
N 1.28868 0.96230 -1.82437 -0.2 -0.2 0.1 -0.838
H 1.66052 -0.46316 0.50942 0.0 0.2 0.0 0.230
H -1.46711 1.13535 0.86916 0.1 0.0 -0.1 0.371
C -0.38675 -1.24583 -1.08281 0.1 0.2 0.3 -0.427
N -1.59567 0.38229 0.19392 0.2 -0.2 -0.1 -0.639
H 0.55212 -1.33713 -1.62178 0.0 0.1 0.0 0.256
H 0.97014 1.30821 0.53280 -0.4 0.4 -0.7 -0.001
H -2.01883 -0.39176 0.70095 0.1 0.0 0.0 0.365
H 1.09430 -0.89660 2.86288 0.0 -0.1 -0.1 0.218
C 0.42694 1.26146 -0.92188 0.2 -0.7 1.1 0.161
C 0.32023 -0.63787 2.15385 0.1 0.6 -0.5 -0.604
H -0.55895 -2.11656 -0.45290 0.0 0.0 0.0 0.219
H 1.46257 1.74575 -2.44757 0.0 -0.1 0.1 0.362
H -0.30561 2.07099 -0.97347 0.0 -0.1 0.2 0.178
N -0.28040 -0.04783 -0.20745 0.1 0.8 -0.3 -0.153
C 0.70209 -0.16163 0.92689 -0.3 -1.0 0.0 -0.108
```
Forces are in eV/Å.

---

This record from the OMol25 dataset describes 12 unconnected molecules or ions with the total composition C48H120O24 in a non-equilibrium geometry. The level of theory is wB97M-V/def2-TZVPD.

Values from the calculation:
LUMO level: 0.2 eV
HOMO: -9.06 eV
Gap between HOMO and LUMO: 0.34202 Ha
Relative energy (zero: lowest compared OMol25 entry of this formula, charge and spin): 340.0 kJ/mol
SMILES string: COCCOC.COCCOC.COCCOC.COCCOC.COCCOC.COCCOC.COCCOC.COCCOC.COCCOC.COCCOC.COCCOC.COCCOC
Total charge: 0
Total energy: -3705.92746 a.u.

```
192
Properties=species:S:1:pos:R:3:forces:R:3:mulliken_charge:R:1
O -6.10604 -3.51761 0.73697 0.0 0.9 -0.4 -0.316
H 0.50784 0.79036 -3.02741 -0.5 -0.2 -0.4 0.278
H -3.94197 -0.16365 7.19079 0.3 0.3 0.3 0.385
H 6.55128 0.25059 -4.06881 -0.3 -0.1 -0.3 0.259
C -7.41772 3.33398 4.21837 1.3 -0.1 0.8 -0.334
O -3.50199 6.33432 1.74415 -0.5 1.0 -1.0 -0.323
H -0.86940 -1.17150 -6.02861 -0.2 -0.2 -0.2 0.066
C 4.45044 2.97769 -1.08235 0.9 -0.3 -0.8 -0.644
H 8.45285 0.99293 -3.79733 0.3 0.0 0.1 -0.040
H 3.23551 -3.00466 -3.25977 -0.1 -0.1 0.0 -0.162
H 0.50344 -3.78751 2.50309 0.0 -0.3 -0.2 -1.366
H -7.78529 2.56015 4.92529 -0.3 0.2 -0.5 0.444
C 2.85777 -4.01968 -3.03712 1.2 0.7 -1.0 0.095
H -2.55685 -4.87922 1.89414 0.1 -0.2 -0.1 0.349
H -3.17583 4.92801 3.15086 -0.2 0.5 -0.1 0.307
H -4.38888 -2.89837 1.58501 0.0 0.2 -0.1 0.100
C 1.67643 -3.92955 -2.16526 0.9 -0.9 2.7 0.472
H 5.59383 2.41532 2.69997 -0.1 0.0 0.1 0.294
H -0.20493 -6.25680 2.24774 -0.2 0.2 -0.3 0.344
H 3.51833 -3.99548 -9.81949 0.0 0.3 0.1 0.256
C -2.77732 -0.03199 4.63143 0.2 1.0 -0.9 -0.755
H -2.38458 -3.85264 0.48455 -0.1 0.2 0.0 0.164
H -4.66259 8.45155 0.97984 0.8 0.3 -0.3 0.262
H 3.23792 -3.58508 2.13067 -0.1 -0.2 0.2 0.038
H 7.02911 3.51833 -2.41310 0.1 -0.5 0.0 0.252
H 1.49752 -4.94595 -1.73890 -0.6 0.2 -0.7 0.444
H 4.36882 -3.42160 -6.02063 -0.1 0.3 0.2 0.234
H 11.95638 1.04550 -3.54151 0.1 -0.1 -0.4 0.298
H -2.60558 1.01598 4.30131 -0.5 -0.4 -0.1 0.333
O 5.47167 2.26673 -1.82223 0.0 -0.6 0.3 -0.221
H -1.72270 1.66346 6.29291 0.1 0.0 0.3 0.309
O 3.83552 -3.25613 -7.91600 -0.2 -0.6 -2.6 -0.397
C 10.89456 0.81342 -3.49057 1.1 0.5 3.5 -0.627
O 3.91699 -4.82137 -2.60001 0.3 -1.0 0.3 -0.521
C 8.96468 0.34715 -4.52910 -0.6 1.9 -1.0 0.132
H 2.14581 -1.77109 0.68251 -0.4 0.2 0.2 -0.474
H -1.44569 0.33678 7.49144 0.3 0.2 0.2 0.445
H -5.76283 1.11946 4.09270 0.4 0.3 0.2 0.470
C -8.34848 -4.03877 0.11586 -1.5 0.8 0.6 -0.541
H -9.06971 -3.85273 -0.68035 0.1 -0.6 -0.4 0.326
H -3.83066 -0.15167 4.90215 0.2 -0.1 -0.1 0.342
C -3.62005 5.03600 2.14663 0.2 -1.9 1.8 -0.660
H -5.00530 3.04781 7.57304 0.0 -0.3 0.7 0.319
C 0.62091 -2.27689 4.66790 -2.1 -1.5 0.4 -0.599
C -2.05597 0.67438 6.65890 0.4 1.7 1.8 -0.514
H -2.27197 -1.23503 -7.14358 0.0 -0.1 0.0 0.319
H -4.80526 2.72236 4.13860 -0.3 -0.5 0.3 0.339
H -0.59909 -1.46945 -7.73737 -0.1 -0.1 -0.3 0.134
O 1.25625 -1.21555 4.16276 1.6 1.4 -1.6 0.258
H -2.79822 10.31433 -0.94753 -0.8 0.2 0.5 0.304
C -2.59593 9.97426 0.07594 2.1 -1.9 -0.2 -0.750
H -2.74474 0.81120 -6.17717 0.1 0.2 -0.2 0.324
H -6.90299 6.82794 2.49742 -0.3 0.4 0.0 0.228
H -8.71354 -5.27087 2.53192 -0.1 0.4 -0.3 0.262
H -1.37143 -3.59680 1.91078 0.1 0.0 -0.3 0.107
C -0.51271 0.35014 -3.04828 -0.3 1.6 -0.4 -0.420
C -7.20548 -3.14017 -0.13516 2.2 -0.1 -0.1 -0.460
C -4.04518 6.54927 0.44408 1.8 -0.5 -1.2 -0.482
H -9.18814 3.66653 2.99938 0.3 -0.4 0.1 0.323
O -1.07289 0.41131 -7.29078 0.7 1.0 -1.2 -0.394
C 1.01522 -4.53462 1.87912 -1.5 0.7 -1.6 3.131
H 1.93011 -0.67463 -4.22557 0.4 0.5 -0.3 -0.069
C 1.87081 -0.70648 0.61125 2.0 1.1 -0.6 0.881
O -4.19840 1.65187 6.30667 1.8 -0.2 -0.2 -0.082
H 3.55873 2.72880 0.91897 0.1 0.1 -0.2 0.303
H 1.41103 -0.09349 -5.79931 0.6 -0.2 0.0 0.199
H 1.26762 -3.10110 4.97920 0.1 0.0 0.3 0.436
H -9.14392 4.71435 4.34456 0.7 -0.1 0.3 0.350
O 2.51529 1.07784 3.34838 0.9 -0.7 -0.7 0.083
H -3.34325 6.07560 -0.28483 -0.3 0.1 0.3 0.320
C -1.74217 1.22729 -6.40984 -1.1 0.3 0.5 -0.728
H -6.75250 3.96676 4.86484 -0.3 -0.3 -0.5 0.354
H 0.21969 -0.79969 1.96948 0.2 0.5 0.3 -0.224
H 5.01982 -5.29968 -0.88522 -0.2 -0.3 -0.7 0.401
O 2.14822 -0.28385 -0.75246 0.2 -1.2 0.4 -0.140
H -4.59125 8.27404 -0.76011 0.4 -0.3 0.1 0.371
H 5.54242 -1.24161 -4.10766 0.0 0.0 -0.5 -0.030
H 2.55676 -0.09486 1.24156 -0.4 -0.6 0.1 -0.342
H 1.68520 -0.05041 5.73568 0.4 -0.1 0.3 0.197
H 1.42713 -3.99273 0.99963 -0.2 -0.1 0.2 -0.858
H -7.46619 -2.09236 0.05735 -0.2 -0.1 -0.1 0.348
H -1.97922 0.13335 -0.09398 0.8 -0.1 -0.3 0.376
H -0.77219 -4.73114 -3.04946 -0.1 0.0 0.6 0.355
O -9.10396 -3.61439 1.25004 0.3 -0.5 1.2 -0.379
C 3.44757 -0.73116 -1.19018 0.5 1.1 1.1 0.049
C 4.54005 2.72134 0.41446 0.5 0.0 -0.1 0.005
C 0.45773 -0.41062 0.97587 -0.6 -1.0 -1.0 -0.753
H 2.06866 2.32575 4.94792 0.3 0.3 -0.4 0.305
C -1.22519 -0.92398 -7.03775 0.3 -1.7 0.6 -0.295
C 5.50680 3.47122 2.44546 -0.4 1.1 -0.9 -0.672
C -4.02302 8.02327 0.16286 -1.4 0.6 0.5 -0.502
O -7.94368 5.13126 2.72989 -0.5 0.6 -1.0 -0.362
H 4.63115 3.96241 2.91620 0.1 -0.7 -0.1 0.239
C 8.78377 -1.07706 -4.23529 1.7 -1.8 0.7 -0.469
C 3.11761 0.09159 4.16531 1.8 1.7 -1.3 -0.588
H -3.04454 4.24857 1.62174 -0.3 0.5 -0.8 0.331
H 3.59378 -0.53582 3.41324 0.2 -0.3 0.3 0.133
C -5.46672 2.04305 3.57861 -1.0 1.1 -1.0 -0.746
H 7.53364 1.93790 -1.65267 -0.2 -0.3 -0.4 0.197
C -1.81756 -4.36074 1.25845 -2.4 1.7 1.5 -0.523
H 10.78567 -0.10562 -2.89509 0.2 0.0 0.0 0.265
H 1.99468 -3.46707 -9.01465 0.6 0.1 0.1 0.210
H -7.42485 6.51451 4.22984 -0.6 0.2 -0.4 0.297
C -5.09156 -2.50272 0.84645 -0.5 -0.6 0.2 -0.563
H 0.73183 1.47205 4.23926 0.1 0.3 -0.2 -0.075
H 2.83437 -3.80552 3.85160 0.1 -0.1 -0.1 0.102
H 0.02879 -2.64086 3.83040 -0.4 -0.3 0.3 -0.318
H -9.28947 -3.78385 3.31721 -0.2 0.0 -0.5 0.272
H -5.88312 2.65052 6.13258 0.2 -0.1 0.4 -0.270
H 1.48782 2.76215 3.27028 0.0 0.4 0.1 0.295
H -1.16752 1.06905 -2.49331 0.4 -0.6 -0.2 0.353
O 3.21286 -1.23507 -5.75081 0.7 2.3 0.6 -0.467
H 8.48773 0.56433 -5.49001 0.0 -0.1 0.0 0.295
C 3.03428 -4.34234 2.91323 1.1 1.0 0.1 -0.301
H -0.01572 1.79949 -5.25016 -0.2 -0.4 -0.1 0.248
C -8.46888 4.21806 3.61710 -1.7 -0.5 -0.2 -0.764
C 3.44297 -3.41145 -6.60615 1.3 -1.6 0.8 -0.860
H 6.62068 -0.92604 -2.76733 0.1 0.0 -0.4 0.295
H -2.11544 -1.19330 0.99410 0.1 -0.2 -0.3 -0.009
O -1.90032 -0.24401 5.70296 0.2 -2.6 -2.0 -0.238
H 1.91782 -2.10762 -7.06851 -0.1 0.1 0.3 -0.090
O -6.66735 2.76145 3.15193 0.6 -0.4 0.6 -0.451
H -6.12722 5.63795 3.51074 -0.3 0.3 -0.2 0.018
H -1.30353 -3.08614 -3.05667 0.0 0.4 0.4 0.205
H -2.12421 -1.48834 -0.76773 0.1 -0.1 -0.1 0.268
O 1.99332 -5.16092 2.56152 0.9 -1.7 0.8 -0.556
H 4.19106 0.05893 -0.92567 -0.4 -0.2 -0.7 -0.162
H 0.70571 -6.31126 0.75065 -0.2 0.1 -0.3 0.315
C 2.32707 -0.25294 -5.18096 -1.2 -1.3 -0.1 -0.302
C -7.11691 6.09390 3.25974 2.2 -0.4 1.0 -0.392
C 0.08792 -5.65172 1.36068 1.4 -0.2 1.8 -0.800
H 4.98149 1.71085 0.52038 -0.4 0.1 0.1 0.258
H -4.54405 -2.32460 -0.09805 -0.4 -0.1 0.2 0.305
H -5.52668 -1.56004 1.22529 0.2 -0.2 -0.2 0.332
C 2.53597 -2.34706 -6.17737 -2.5 0.0 0.1 0.903
O 0.72277 -3.36050 -2.92739 -2.1 0.8 -1.1 -0.118
H -1.54629 2.22079 -4.53404 -0.2 -0.1 -0.1 0.448
H -5.02080 6.09342 0.21736 -0.1 0.2 0.7 0.408
O -0.96238 -5.17457 0.64118 0.9 -1.4 -2.3 -0.248
C -8.66490 -4.16392 2.50077 0.5 0.1 0.2 -0.539
H 9.06552 -1.36153 -3.20326 -0.2 0.3 0.1 0.329
H -3.04677 10.44168 0.94776 -0.7 0.1 -0.4 0.319
C 1.69134 1.96709 3.97416 -1.6 0.0 1.3 -0.668
H 1.83945 -2.65674 -5.37543 0.1 -0.2 -0.2 -0.142
H -4.92610 1.82590 2.64935 -0.3 -0.2 0.2 0.311
O 5.42899 3.65262 1.00957 0.0 -0.1 1.2 -0.433
H 2.78001 -1.46951 5.51188 0.0 0.1 0.2 0.455
H 3.40383 -0.92657 -2.25844 0.1 0.1 0.0 -0.129
H 3.50388 2.56976 -1.44429 0.1 0.1 -0.1 0.014
C 6.80395 2.74247 -1.65640 -0.3 1.4 0.7 -0.687
C 4.17076 -4.70246 -1.23753 0.7 1.2 1.4 -0.356
H -2.53068 -0.67068 3.78808 0.2 -0.3 0.2 0.128
H 6.35755 4.04661 2.81340 0.2 -0.3 -0.2 0.304
H 3.90528 -1.60060 -0.66803 -1.1 0.0 -0.2 0.003
C -0.59772 -3.75335 -2.56945 0.6 -0.6 -0.9 -0.743
H -4.67350 4.74955 2.25725 0.1 -0.3 -0.3 0.115
O -1.06811 0.23213 -4.39407 0.8 -1.4 2.2 -0.253
H -0.65150 -3.80969 -1.48576 -0.5 0.0 0.1 0.108
H -7.63212 -3.86697 2.77346 -0.4 -0.1 -0.5 0.167
H 6.93798 3.25733 -0.68608 -0.2 -0.3 -0.3 0.334
H 2.78198 0.72447 -5.06644 0.6 -0.2 0.1 0.400
H -1.50563 10.19977 0.18480 -0.7 -0.5 0.0 0.248
C 2.99070 -3.94218 -8.86712 -0.2 -0.2 0.6 -0.614
H -1.86289 2.18780 -6.90478 -0.1 0.2 0.1 0.381
C -1.63686 -0.91874 0.02171 -2.3 0.4 1.2 -0.864
C -1.04674 1.40874 -5.09922 0.6 1.8 0.2 -0.361
H 3.31978 -4.96171 -0.58509 0.1 0.0 -0.3 0.149
H 4.58048 4.01877 -1.41597 -0.5 0.0 0.7 0.491
H 10.43804 1.62432 -2.88253 0.1 -0.1 0.0 0.207
H -3.39404 1.21643 8.20365 -0.2 0.2 -0.1 0.509
O -0.30474 -1.18336 0.04448 1.0 0.1 -0.5 0.883
C 2.22358 -0.67225 5.00274 -1.4 -0.5 1.0 -0.595
C -3.44635 0.83169 7.17761 -0.6 -0.7 0.0 -0.908
H -8.06847 -5.08002 0.23139 0.1 -0.3 -0.3 0.359
H 3.92589 -4.95406 3.01005 0.1 0.0 0.2 0.365
C 6.51698 -0.82357 -3.87584 -0.1 0.0 1.5 -0.440
H 1.83017 -3.34133 -1.23779 0.2 0.2 -0.3 -0.463
H 2.49945 -4.44845 -3.96844 0.1 -0.1 -0.2 0.185
H -6.85722 -3.25292 -1.18675 -0.2 0.2 0.4 0.334
H 3.05645 -4.43490 -6.48031 -0.5 0.3 0.2 0.493
O -2.69846 8.49589 0.12868 -0.2 1.7 0.2 -0.315
O 7.53583 -1.53156 -4.53212 -1.9 -0.6 -0.6 -0.310
H 9.47141 -1.66235 -4.85368 0.1 0.2 -0.1 0.264
H 2.76130 -4.99563 -8.56543 0.4 0.7 0.1 0.293
H -5.88700 1.40774 7.35339 -0.1 0.3 0.7 0.379
H -0.05901 -1.93786 5.45243 -0.1 -0.5 0.4 0.108
O 10.30079 0.73053 -4.67661 -0.6 -0.2 -2.5 -0.430
H 0.20530 0.64604 0.84279 0.1 0.0 0.3 0.437
C -5.26704 2.20559 6.93188 -2.2 0.8 -0.9 -0.435
H 4.48743 -3.65582 -0.97811 -0.4 -0.5 -0.2 0.054
H 3.89340 0.59265 4.76627 0.0 -0.2 0.1 0.394
H -0.42107 -0.58599 -2.50629 -0.4 -0.3 -0.5 -0.161
```
Forces are in eV/Å.

---

This record from the OMol25 dataset describes a molecular structure, C14H26Cl3CuN2O4P. The level of theory is wB97M-V/def2-TZVPD.

Values from the calculation:
LUMO level: -2.5 eV
HOMO: -12.07 eV
Gap between HOMO and LUMO: 0.35295 Ha
Total charge: +1
Total energy: -4321.80413 a.u.

```
51
Properties=species:S:1:pos:R:3:forces:R:3:nbo_charge:R:1
C -4.62869 2.20830 0.66625 0.0 0.1 0.0 -0.419
C 1.47314 -0.94895 -2.69421 0.0 0.0 -0.1 0.344
H 3.29362 1.55288 1.41147 0.0 0.0 0.0 0.198
H -3.27860 3.85997 0.73112 0.0 0.0 0.0 0.235
N -4.19897 0.42014 -0.93765 0.1 0.1 0.0 -0.601
H 3.66743 -5.37113 1.18954 0.0 0.0 0.0 0.229
N 0.76229 -0.40141 -1.98342 0.0 -0.1 0.0 -0.419
O 2.77114 -0.41017 1.28289 0.0 0.0 0.1 -0.832
O -2.12424 -0.12385 -0.25688 0.0 -0.1 0.0 -0.729
H 1.97135 -5.08652 1.59334 0.0 0.0 0.0 0.215
C 2.77990 -4.79675 0.92348 0.0 0.0 0.0 -0.627
H -2.64985 1.60034 -2.87401 0.0 0.0 0.0 0.245
H 3.25277 -3.02399 2.06663 0.0 0.0 0.0 0.193
H -2.46554 2.32888 0.87024 0.0 0.0 0.0 0.204
H -4.65841 0.99654 -1.63189 0.0 0.0 0.0 0.380
H -5.75880 0.35372 0.47102 0.0 0.0 0.0 0.221
H -1.24001 1.65886 -1.81459 0.0 0.0 0.0 0.229
H -4.14053 0.12789 1.12031 0.0 0.0 0.0 0.219
C 2.38665 -1.66177 -3.59983 0.0 0.0 0.1 -0.234
C -3.26602 2.84588 0.33010 0.0 0.0 0.0 -0.422
H -0.20249 -3.93935 2.30894 0.0 0.0 0.0 0.213
O 1.15563 -1.57607 2.74371 -0.1 0.1 -0.1 -0.834
Cl 2.48934 -3.33731 -3.04255 0.0 0.1 0.0 0.102
Cl 3.96192 -0.86943 -3.50985 0.0 0.0 0.0 0.107
H 0.52694 -3.86314 3.92256 0.0 0.0 0.0 0.223
H -0.31609 -1.47445 4.14201 0.0 0.0 0.0 0.200
Cu -0.18226 -0.46553 -0.10077 -0.1 0.0 0.1 0.717
C -0.16986 -1.96727 3.18250 0.1 0.0 0.0 -0.064
H 3.64602 1.53650 3.89116 0.0 0.0 0.0 0.225
C -2.91185 2.95634 -1.17014 0.0 0.1 0.0 -0.395
H -0.90651 -1.56748 2.47797 0.0 0.0 0.0 0.180
H 4.59666 0.26539 3.11793 0.0 0.0 0.0 0.222
Cl 1.72362 -1.57694 -5.23225 0.0 0.0 0.0 0.109
H 3.09198 -0.14033 3.96226 0.0 0.0 0.0 0.223
H 3.93938 -3.02934 0.43827 0.0 0.0 0.0 0.194
H 2.49806 -5.05989 -0.09552 0.0 0.0 0.0 0.215
C -2.32774 1.67626 -1.83404 0.0 -0.1 -0.1 -0.515
C 3.58320 0.60098 3.33407 0.0 0.0 0.0 -0.635
H -2.18730 3.75910 -1.30560 0.0 0.0 0.0 0.233
C 3.07545 -3.32322 1.03301 0.0 0.0 0.0 -0.069
C -0.26842 -3.46940 3.29066 -0.1 0.0 0.0 -0.639
C -2.84583 0.53850 -1.01099 0.1 0.0 0.0 0.753
H 1.79329 1.15809 2.25461 0.0 0.0 0.0 0.174
P 1.41938 -1.24918 1.19744 0.0 -0.1 -0.1 1.678
C 2.81366 0.81644 2.05433 0.0 0.0 0.0 -0.061
O 1.93078 -2.58601 0.50977 0.0 0.1 0.1 -0.838
H -5.40074 2.72190 0.08297 0.0 0.0 0.0 0.204
C -4.73061 0.70582 0.41201 -0.1 -0.1 0.0 -0.221
H -4.86788 2.40311 1.71406 0.0 0.0 0.0 0.231
H -3.80623 3.26866 -1.71492 0.0 0.0 0.0 0.208
H -1.22449 -3.74606 3.73618 0.0 0.0 0.0 0.230
```
Forces are in eV/Å.

---

Q: Which of these has the highest total energy?
A: C4H11N3

---

Q: Which of these has the highest LUMO level?
A: C4H11N3

---

Q: Look up the total energy of the second one.
A: -3705.92746 a.u.

---

Repeat the first record exactly.
This record from the OMol25 dataset describes 2 unconnected molecules or ions with the total composition C4H11N3 in a non-equilibrium geometry. The level of theory is wB97M-V/def2-TZVPD.

Values from the calculation:
LUMO level: 0.9 eV
HOMO: -6.73 eV
Gap between HOMO and LUMO: 0.27938 Ha
Relative energy (zero: lowest compared OMol25 entry of this formula, charge and spin): 655.3 kJ/mol
Total charge: 0
Total energy: -323.05694 a.u.

```
18
Properties=species:S:1:pos:R:3:forces:R:3:nbo_charge:R:1
H -1.20066 -1.10088 -1.78928 0.0 0.1 0.1 0.226
H -0.66359 -0.46708 2.57163 -0.1 0.0 -0.1 0.185
N 1.28868 0.96230 -1.82437 -0.2 -0.2 0.1 -0.838
H 1.66052 -0.46316 0.50942 0.0 0.2 0.0 0.230
H -1.46711 1.13535 0.86916 0.1 0.0 -0.1 0.371
C -0.38675 -1.24583 -1.08281 0.1 0.2 0.3 -0.427
N -1.59567 0.38229 0.19392 0.2 -0.2 -0.1 -0.639
H 0.55212 -1.33713 -1.62178 0.0 0.1 0.0 0.256
H 0.97014 1.30821 0.53280 -0.4 0.4 -0.7 -0.001
H -2.01883 -0.39176 0.70095 0.1 0.0 0.0 0.365
H 1.09430 -0.89660 2.86288 0.0 -0.1 -0.1 0.218
C 0.42694 1.26146 -0.92188 0.2 -0.7 1.1 0.161
C 0.32023 -0.63787 2.15385 0.1 0.6 -0.5 -0.604
H -0.55895 -2.11656 -0.45290 0.0 0.0 0.0 0.219
H 1.46257 1.74575 -2.44757 0.0 -0.1 0.1 0.362
H -0.30561 2.07099 -0.97347 0.0 -0.1 0.2 0.178
N -0.28040 -0.04783 -0.20745 0.1 0.8 -0.3 -0.153
C 0.70209 -0.16163 0.92689 -0.3 -1.0 0.0 -0.108
```
Forces are in eV/Å.